# 1
{
  "formula": "C4H6N2O3",
  "method": "the ωB97M-V functional and the def2-TZVPD basis",
  "symbols": ["C", "C", "C", "C", "N", "N", "O", "O", "O", "H", "H", "H", "H", "H", "H"],
  "coordinates": [[1.39018, 0.35641, 1.17684], [-0.52932, -0.55200, -0.88728], [1.87192, 0.58740, -0.10980], [-0.94396, 0.54594, -0.16955], [0.79913, 0.22672, 2.20236], [-1.49680, 0.45118, 1.09570], [-0.64356, -1.85353, -0.40960], [-0.18537, -0.50820, -2.23209], [2.49918, -0.18809, -0.84344], [1.69696, 1.69383, -0.16210], [-0.93895, 1.56835, -0.54081], [-1.93929, -0.45612, 1.31027], [-0.11250, -1.98200, 0.47428], [-1.90248, 1.40835, 1.39177], [0.43485, -1.29826, -2.29655]],
  "forces_ev_per_a": [[-0.60, -1.18, 2.62], [-0.19, -2.77, -2.54], [-0.45, 2.56, 2.30], [-1.72, 0.77, 2.14], [1.28, -0.07, -1.28], [-0.99, 1.71, -3.05], [1.67, 1.65, 1.70], [0.16, -0.99, 3.24], [0.40, -1.17, -1.48], [0.60, -0.16, -1.39], [0.60, -0.48, -0.32], [0.43, 0.97, 0.51], [-1.19, 0.67, -2.10], [0.76, -2.74, -0.04], [-0.76, 1.25, -0.30]],
  "orbital_gap_ev": [5.288, 5.673],
  "lumo_energy_ev": [-0.1, -2.9],
  "multiplicity": 3
}


# 2
{
  "formula": "C4H6N2O4",
  "method": "the ωB97M-V functional and the def2-TZVPD basis",
  "symbols": ["C", "C", "C", "C", "N", "N", "O", "O", "O", "O", "H", "H", "H", "H", "H", "H"],
  "coordinates": [[0.09532, 1.54154, -1.36554], [-1.50802, -0.87173, 0.41834], [-0.52549, -0.09564, 1.31288], [0.87461, -0.34846, 1.23501], [1.27369, 0.87380, -1.10435], [1.66780, -1.06512, 1.78977], [-0.38802, 1.32042, -2.57647], [2.75641, -1.72955, 1.83220], [-0.37807, 2.25852, -0.46467], [1.69488, 0.09653, -2.19570], [-0.89563, -0.98738, -0.54573], [-2.42962, -0.39289, 0.03410], [-1.68264, -1.90756, 0.93247], [-0.86294, -0.07293, 2.38737], [-0.48569, 1.03007, 1.04885], [0.79340, 0.35037, -2.73852]],
  "forces_ev_per_a": [[1.68, -1.88, -1.66], [1.88, -1.68, -1.01], [-2.21, 4.02, 0.80], [1.95, -2.72, 0.94], [0.12, 0.65, 2.44], [0.25, 0.09, -1.72], [-0.33, 0.36, 0.64], [-0.63, 0.77, 0.46], [-1.17, 1.19, 0.70], [-2.11, 0.12, -1.69], [-0.91, -0.35, 1.14], [0.44, 0.07, 0.99], [-0.01, 1.63, -1.24], [0.41, -0.37, -0.69], [-0.94, -1.28, -0.26], [1.56, -0.62, 0.16]],
  "orbital_gap_ev": [4.579, 4.574],
  "lumo_energy_ev": [6.5, 6.5],
  "total_charge": -2,
  "multiplicity": 1
}


# 3
{
  "formula": "C4H6N2OS",
  "method": "the ωB97M-V functional and the def2-TZVPD basis",
  "symbols": ["C", "S", "C", "C", "C", "N", "N", "O", "H", "H", "H", "H", "H", "H"],
  "coordinates": [[2.29400, 0.68040, 0.27103], [1.52336, -0.75144, -0.66247], [-0.01991, -0.76892, -0.13724], [-0.93497, -1.61883, 0.32662], [-2.22026, -1.03994, 0.21613], [-2.21826, 0.24237, -0.15944], [-1.06969, 0.68696, -0.46367], [-0.59475, 1.98831, -0.40056], [2.79813, 0.37940, 1.09453], [1.46724, 1.34855, 0.41448], [3.17961, 0.97419, -0.29382], [-0.78721, -2.55792, 0.69357], [-3.16416, -1.63741, 0.41519], [-0.25312, 2.07431, -1.31436]],
  "forces_ev_per_a": [[-0.73, -0.70, -2.90], [2.60, 0.29, -0.33], [-2.09, 3.60, 0.57], [-0.82, 2.38, -1.38], [-1.28, 0.29, -0.01], [-2.22, 0.62, 1.31], [3.64, -5.60, -0.08], [-0.93, -0.45, -0.63], [0.57, -1.31, 3.28], [0.30, 0.77, 0.16], [-0.69, 0.75, -0.83], [0.61, -2.38, 0.67], [1.22, 1.40, -0.37], [-0.17, 0.35, 0.55]],
  "orbital_gap_ev": 8.693,
  "smiles": "CSc1ccnn1O",
  "lumo_energy_ev": 0.5,
  "multiplicity": 1
}


In order of appearance, E = -13362.120 -15408.653 -20103.231 eV.
In order of appearance, relative energy (zero: lowest compared OMol25 entry of this formula, charge and spin) = 81.96 372.11 589.56 kJ/mol.